# 1
The following is a DFT calculation (wB97M-V/def2-TZVPD) of a structure of composition C24H66Ag2NO25P4.

Geometry as XYZ:
```
122
Properties=species:S:1:pos:R:3
Ag 20.319 19.613 -4.682
Ag 21.716 18.776 -7.770
P 15.032 18.298 -0.875
P 20.905 18.726 -1.122
P 17.504 17.956 -11.349
P 22.871 15.383 -9.012
O 19.003 15.627 -5.896
O 20.375 17.065 -6.713
O 17.929 16.597 -10.638
O 12.665 15.378 -6.165
O 14.164 17.430 0.100
O 14.992 17.036 -6.936
O 16.270 18.849 -0.337
O 22.331 18.385 -0.640
O 22.689 13.301 -2.749
O 20.547 19.735 -9.467
O 20.783 19.438 -2.416
O 16.233 17.511 -12.166
O 21.819 14.277 -9.325
O 18.544 18.185 -12.499
O 23.910 15.113 -10.155
O 19.147 17.569 -4.986
O 15.280 17.302 -2.093
O 23.162 15.704 -4.083
O 23.568 14.986 -7.651
O 20.402 19.566 0.078
O 22.353 16.755 -8.931
O 19.552 20.570 -6.917
O 14.010 19.374 -1.402
O 17.347 19.092 -10.448
O 20.159 17.346 -1.082
N 19.494 16.741 -5.874
C 22.801 17.034 -4.353
C 12.771 18.957 -1.972
C 18.896 17.140 -13.418
C 14.970 15.904 -6.098
C 15.803 17.849 -3.289
C 13.669 15.924 -5.329
C 21.003 19.448 -10.776
C 19.928 21.009 -9.318
C 19.031 17.060 -1.913
C 20.832 13.889 -8.350
C 15.046 17.158 -11.457
C 24.390 13.820 -7.558
C 23.071 17.232 -1.053
C 23.178 12.036 -2.365
C 18.190 20.180 -7.164
C 25.014 16.043 -10.300
C 22.522 13.407 -4.138
C 22.147 14.810 -4.494
C 16.125 17.037 -7.760
C 19.124 20.202 0.092
C 18.818 16.690 -9.533
C 20.073 21.472 -7.890
C 14.761 16.261 0.696
C 11.436 15.235 -5.513
H 24.974 16.820 -9.536
H 18.449 19.736 0.806
H 25.937 15.480 -10.228
H 23.621 17.667 -4.020
H 10.774 14.642 -6.138
H 24.097 11.746 -2.884
H 12.870 18.869 -3.057
H 12.003 19.694 -1.753
H 19.616 22.459 -7.774
H 18.533 15.952 -8.778
H 19.233 21.251 0.359
H 15.110 17.759 -4.128
H 12.411 17.994 -1.609
H 25.197 13.864 -8.294
H 22.092 14.869 -5.592
H 16.226 16.184 -8.434
H 23.360 12.087 -1.294
H 21.139 21.589 -7.668
H 19.846 13.987 -8.791
H 13.392 16.981 -5.185
H 24.008 17.525 -1.525
H 21.175 15.081 -4.060
H 11.525 14.761 -4.526
H 20.884 14.477 -7.434
H 14.939 17.644 -10.486
H 19.271 16.255 -2.607
H 15.022 16.449 1.731
H 17.860 19.683 -6.252
H 22.524 16.606 -1.756
H 17.011 17.121 -7.108
H 16.645 17.229 -3.612
H 20.411 21.741 -9.975
H 21.293 18.411 -10.908
H 18.886 20.906 -9.636
H 20.226 19.654 -11.519
H 16.115 17.969 -8.329
H 19.941 16.856 -13.312
H 23.315 16.664 -0.158
H 24.899 16.544 -11.257
H 19.873 16.509 -9.741
H 18.640 20.137 -0.884
H 22.418 11.267 -2.559
H 18.096 19.457 -7.974
H 23.447 13.135 -4.667
H 13.711 15.411 -4.362
H 24.842 13.839 -6.573
H 15.839 15.986 -5.431
H 21.716 12.727 -4.454
H 10.960 16.212 -5.330
H 14.184 17.453 -12.053
H 21.817 20.138 -11.033
H 21.012 12.844 -8.097
H 18.705 17.623 -8.978
H 18.658 17.925 -2.452
H 15.624 15.927 0.118
H 14.985 16.078 -11.314
H 18.697 17.523 -14.415
H 15.016 14.941 -6.620
H 18.299 16.242 -13.259
H 21.851 17.284 -3.862
H 23.849 12.898 -7.768
H 22.697 17.169 -5.444
H 16.128 18.890 -3.278
H 18.234 16.683 -1.270
H 17.550 21.044 -7.347
H 14.034 15.453 0.629
```

Values from the calculation:
**Energy above the lowest of the compared OMol25 structures with the same formula, charge and spin**: 0.000 eV
**HOMO energy**: -11.2956 eV
**Charge**: +1

Löwdin population analysis, charges in e, atoms 1 to 99: 0.8016, 0.8067, 0.3227, 0.3167, 0.3384, 0.3226, 0.0372, -0.1206, -0.1863, -0.1765, -0.2030, -0.1597, -0.2081, -0.1649, -0.1711, -0.2820, -0.3019, -0.1904, -0.1847, -0.2170, -0.1982, -0.1183, -0.2019, -0.1642, -0.2135, -0.1734, -0.2736, -0.2837, -0.1869, -0.2088, -0.1776, -0.5600, -0.1302, -0.0843, -0.0662, -0.2091, -0.1080, -0.2117, -0.0808, -0.1846, -0.0804, -0.0525, -0.0799, -0.0622, -0.0563, -0.1044, -0.0622, -0.0566, -0.2173, -0.2040, -0.1179, -0.0731, -0.1112, -0.1930, -0.0645, -0.1218, 0.0846, 0.0843, 0.0932, 0.0969, 0.0892, 0.0892, 0.0839, 0.0945, 0.1398, 0.0743, 0.0947, 0.0644, 0.0894, 0.0863, 0.1010, 0.0947, 0.0905, 0.1234, 0.0863, 0.1194, 0.0948, 0.1261, 0.0869, 0.0582, 0.0798, 0.0831, 0.0945, 0.0785, 0.0697, 0.0751, 0.0762, 0.1415, 0.0827, 0.1194, 0.0871, 0.0801, 0.0903, 0.1021, 0.0949, 0.0766, 0.0732, 0.0908, 0.0605

---

# 2
The following is a DFT calculation (wB97M-V/def2-TZVPD) of a structure of composition C3H2CuO3.

Geometry as XYZ:
```
9
Properties=species:S:1:pos:R:3
Cu -1.445 -0.918 3.125
O -0.878 0.034 -0.639
O -1.270 -0.572 1.474
O 0.795 -0.032 0.724
C -0.506 -0.276 0.568
C 1.339 0.226 -0.505
C 0.288 0.264 -1.389
H 1.397 1.404 -0.954
H 0.280 -0.130 -2.403
```

Values from the calculation:
**Multiplicity**: 2
**Energy above the lowest of the compared OMol25 structures with the same formula, charge and spin**: 0.813 eV
**HOMO energy (spin up / spin down)**: -19.8820 / -19.7815 eV
**Charge**: +2

How is the electron density shared among the atoms? According to Löwdin, the charges in e are: 0.8840, 0.2746, 0.1333, 0.2305, -0.4376, 0.1895, 0.1912, 0.3171, 0.2175

---

# 3
The following is a DFT calculation (wB97M-V/def2-TZVPD) of an isolated molecule of C2H3N3S2.

Geometry as XYZ:
```
10
Properties=species:S:1:pos:R:3
S 1.358 1.476 0.564
S 2.972 0.898 -0.261
N 0.523 -0.758 -0.451
N -0.513 -1.614 -0.602
N 0.213 0.318 0.256
C -1.548 -1.153 0.076
C -1.161 0.228 0.524
H -1.374 0.653 1.401
H -1.749 0.643 -0.241
H 1.279 -0.690 -1.266
```

Values from the calculation:
**Multiplicity**: 3
**Energy above the lowest of the compared OMol25 structures with the same formula, charge and spin**: 1.872 eV
**HOMO energy (spin up / spin down)**: -7.8645 / -8.1833 eV

How is the electron density shared among the atoms? According to Löwdin, the charges in e are: 0.4893, 0.1860, -0.1012, -0.0166, -0.5349, -0.0924, -0.2508, 0.0713, 0.0989, 0.1502

---

# 4
The following is a DFT calculation (wB97M-V/def2-TZVPD) of a cluster of 11 separate species, C23H72N18O11 in total.

Geometry as XYZ:
```
124
Properties=species:S:1:pos:R:3
O -3.417 -5.100 2.449
O 4.264 -1.056 1.085
O -0.686 -1.483 1.810
O 0.396 2.961 -3.810
O -3.349 -2.689 -2.887
O -1.822 6.433 -0.773
O 1.974 0.538 -1.512
O 1.724 -4.230 1.695
O 1.764 -3.145 -3.652
O -3.120 0.159 1.001
O 0.523 2.344 4.720
N -0.488 -3.142 -3.987
N 3.952 1.223 -0.616
N 2.859 2.592 -2.022
N 1.196 -1.658 0.537
N -1.406 -4.108 2.385
N -0.231 0.106 0.254
N -2.342 0.447 -4.192
N 0.388 -1.761 -2.456
N 3.846 -3.099 0.126
N -3.234 2.205 1.946
N -5.069 0.867 2.005
N -3.280 -2.822 2.547
N 2.490 -0.481 3.442
N -3.285 -2.684 -0.599
N -2.709 -0.822 -1.679
N 5.127 -1.631 -0.949
N -0.443 3.411 0.926
N 1.186 -7.153 -0.478
C -0.284 1.704 -3.578
C 0.695 3.197 -5.189
C 2.867 1.382 -1.415
C 4.442 -1.895 0.197
C -2.528 2.874 -3.802
C -2.755 -4.053 2.389
C -3.148 -2.101 -1.826
C -0.562 4.817 0.569
C 2.242 0.871 3.864
C -1.629 1.742 -4.304
C -1.780 5.093 -0.315
C 1.203 -5.716 -0.139
C 0.078 -0.993 0.966
C 0.738 1.168 3.934
C 3.017 1.859 2.956
C 0.733 5.390 -0.025
C -0.085 -5.056 -0.596
C -2.216 7.332 0.248
C 1.608 -5.613 1.347
C -0.807 2.759 4.750
C 2.399 -4.037 2.957
C 0.626 -2.723 -3.392
C -3.771 0.998 1.617
H -1.888 -0.149 -4.877
H -1.254 2.986 3.777
H -0.154 3.592 -5.748
H -2.560 -2.113 2.480
H -0.897 3.624 5.407
H -1.405 1.924 -5.358
H 1.802 -1.064 -0.006
H -0.892 -3.236 2.286
H 4.134 -3.687 -0.638
H 1.514 3.915 -5.213
H 0.344 0.884 -3.934
H 2.682 1.010 4.856
H 2.029 2.964 -2.464
H 1.042 2.286 -5.682
H -1.970 7.163 1.300
H 2.475 1.845 2.004
H -1.454 1.998 5.208
H -0.338 -3.875 -4.664
H 5.726 -0.827 -0.877
H -0.028 -3.978 -0.447
H 1.867 -7.595 0.129
H 1.835 -4.566 3.723
H 3.463 -4.269 2.868
H 0.092 3.268 1.770
H 0.810 6.452 -0.246
H 0.263 -7.485 -0.214
H 1.208 -1.315 -2.071
H -0.917 -5.325 0.059
H -2.954 2.607 -2.834
H 2.385 -2.953 3.078
H -3.783 2.824 2.512
H 3.940 0.410 -0.014
H -0.561 -1.444 -2.347
H -1.011 -5.015 2.248
H -5.581 0.009 2.075
H 2.793 2.858 3.340
H 4.635 1.952 -0.577
H 3.629 3.204 -1.833
H -0.682 5.316 1.536
H -1.808 4.370 -1.135
H -2.660 -0.497 -0.726
H 1.461 5.178 0.762
H -5.463 1.735 2.316
H 0.261 1.246 2.953
H -0.263 -5.404 -1.611
H -3.341 3.067 -4.508
H 3.280 -0.615 2.821
H -4.249 -2.585 2.606
H -3.255 -2.166 0.263
H -0.078 2.915 0.121
H 3.268 -3.589 0.804
H -2.031 3.845 -3.804
H -3.800 -3.550 -0.625
H 0.258 0.394 4.542
H -2.242 2.306 1.770
H 4.073 1.622 2.869
H -1.739 8.293 0.048
H -2.563 -0.230 -2.503
H 4.929 -2.075 -1.827
H 0.357 0.402 -0.506
H 1.451 -2.561 0.923
H 0.862 -6.026 2.035
H -2.755 4.888 0.144
H -3.299 7.471 0.195
H 1.707 -0.903 2.956
H 0.951 4.797 -0.917
H 2.043 -5.294 -0.701
H 2.559 -6.103 1.583
H -0.395 1.626 -2.497
H -3.305 0.500 -4.504
H -1.051 0.609 0.556
H -1.391 -3.085 -3.539
```

Values from the calculation:
**SMILES string**: COC[C@H](C)N.COC[C@H](C)N.COC[C@H](C)N.COC[C@H](C)N.NC(N)=O.NC(N)=O.NC(N)=O.NC(N)=O.NC(N)=O.NC(N)=O.NC(N)=O
**Energy above the lowest of the compared OMol25 structures with the same formula, charge and spin**: 0.010 eV
**HOMO energy**: -8.5177 eV

Löwdin population analysis, charges in e, atoms 1 to 99: -0.0203, -0.0180, -0.0264, -0.2368, -0.0113, -0.1784, -0.0215, -0.3087, -0.0262, -0.0041, -0.1879, 0.1695, 0.1785, 0.1833, 0.1972, 0.1709, 0.1948, 0.0419, 0.1768, 0.2001, 0.1683, 0.1691, 0.1568, 0.0524, 0.1746, 0.1476, 0.1630, 0.0612, 0.0383, -0.1744, -0.0930, -0.6177, -0.6481, -0.0484, -0.7036, -0.6780, -0.4316, -0.4203, -0.4146, -0.1997, -0.4180, -0.6311, -0.1765, -0.0509, -0.0359, -0.0415, -0.1152, -0.1831, -0.1344, -0.0513, -0.7048, -0.6260, 0.0940, 0.0545, 0.0827, 0.0607, 0.0894, 0.1185, 0.0603, 0.0558, 0.1098, 0.0890, 0.1220, 0.1309, 0.0761, 0.0973, 0.0845, 0.0586, 0.0907, 0.1103, 0.1018, 0.0626, 0.0588, 0.1027, 0.0952, 0.0613, 0.0780, 0.0734, 0.0556, 0.0686, 0.0794, 0.0663, 0.0978, 0.0469, 0.0615, 0.0747, 0.1076, 0.0692, 0.1041, 0.0982, 0.1273, 0.1124, 0.0380, 0.0769, 0.0925, 0.1040, 0.0878, 0.0787, 0.0315

---

Repeat the second record exactly.
The following is a DFT calculation (wB97M-V/def2-TZVPD) of a structure of composition C3H2CuO3.

Geometry as XYZ:
```
9
Properties=species:S:1:pos:R:3
Cu -1.445 -0.918 3.125
O -0.878 0.034 -0.639
O -1.270 -0.572 1.474
O 0.795 -0.032 0.724
C -0.506 -0.276 0.568
C 1.339 0.226 -0.505
C 0.288 0.264 -1.389
H 1.397 1.404 -0.954
H 0.280 -0.130 -2.403
```

Values from the calculation:
**Multiplicity**: 2
**Energy above the lowest of the compared OMol25 structures with the same formula, charge and spin**: 0.813 eV
**HOMO energy (spin up / spin down)**: -19.8820 / -19.7815 eV
**Charge**: +2

How is the electron density shared among the atoms? According to Löwdin, the charges in e are: 0.8840, 0.2746, 0.1333, 0.2305, -0.4376, 0.1895, 0.1912, 0.3171, 0.2175

---

What did the third record say?
The following is a DFT calculation (wB97M-V/def2-TZVPD) of an isolated molecule of C2H3N3S2.

Geometry as XYZ:
```
10
Properties=species:S:1:pos:R:3
S 1.358 1.476 0.564
S 2.972 0.898 -0.261
N 0.523 -0.758 -0.451
N -0.513 -1.614 -0.602
N 0.213 0.318 0.256
C -1.548 -1.153 0.076
C -1.161 0.228 0.524
H -1.374 0.653 1.401
H -1.749 0.643 -0.241
H 1.279 -0.690 -1.266
```

Values from the calculation:
**Multiplicity**: 3
**Energy above the lowest of the compared OMol25 structures with the same formula, charge and spin**: 1.872 eV
**HOMO energy (spin up / spin down)**: -7.8645 / -8.1833 eV

How is the electron density shared among the atoms? According to Löwdin, the charges in e are: 0.4893, 0.1860, -0.1012, -0.0166, -0.5349, -0.0924, -0.2508, 0.0713, 0.0989, 0.1502

---

Q: Number 2 is which compound?
A: C3H2CuO3